{"formula": "C14H11F5MoN5OTe", "method": "ωB97M-V/def2-TZVPD", "symbols": ["Mo", "N", "C", "N", "C", "N", "N", "C", "C", "C", "C", "C", "C", "N", "C", "C", "C", "C", "C", "C", "H", "H", "H", "H", "H", "H", "H", "H", "H", "H", "H", "F", "Te", "F", "F", "F", "F", "O"], "positions_angstrom": [[-0.090979, 0.053976, -0.591459], [4.153094, 0.042524, -0.768254], [2.909174, -0.339253, -0.680974], [1.882396, 0.537580, -0.645771], [2.191486, 1.915794, -0.716106], [1.181386, 2.736184, -0.815194], [0.012397, 2.060059, -0.796360], [-1.082529, 2.781308, -0.964691], [-2.277168, 2.021424, -0.892852], [-3.558626, 2.533572, -1.057043], [-4.643487, 1.672997, -0.940755], [-4.402575, 0.341983, -0.626729], [-3.098660, -0.115689, -0.473111], [-2.032277, 0.687907, -0.624850], [3.552425, 2.362175, -0.705465], [3.928147, 3.703983, -0.643096], [5.271042, 4.031992, -0.648891], [6.258149, 3.040969, -0.744841], [5.908267, 1.705089, -0.799552], [4.562141, 1.367889, -0.762906], [4.875824, -0.671511, -0.829157], [2.705585, -1.401186, -0.645448], [-1.027106, 3.854015, -1.123277], [-3.694254, 3.586718, -1.269962], [-5.654225, 2.035489, -1.077467], [-5.223974, -0.350345, -0.494396], [-2.925643, -1.149524, -0.212870], [3.169818, 4.472115, -0.582246], [5.567797, 5.069300, -0.570416], [7.302684, 3.321062, -0.764773], [6.671973, 0.937941, -0.855681], [-0.490616, -3.552009, -3.598850], [-0.566736, -2.762721, -1.957881], [1.012015, -1.784604, -2.445430], [-2.218953, -3.427281, -1.513147], [-1.461018, -1.298147, -2.764613], [0.567761, -3.999196, -1.212429], [-0.472239, -1.675579, -0.406758]], "atomic_forces_ev_per_a": [[2.14, 0.15, 0.10], [-0.68, -0.41, 0.06], [0.84, -0.61, -0.07], [-0.46, 0.85, 0.17], [-0.73, 0.68, -0.10], [1.03, 0.05, 0.00], [-0.38, 1.97, -0.30], [0.71, -0.31, 0.09], [-0.85, -0.03, -0.06], [0.86, 0.12, 0.00], [-0.13, -0.48, 0.12], [-0.11, 0.17, -0.08], [-0.38, -0.15, -0.03], [-1.46, 0.58, 0.41], [0.56, -0.55, 0.02], [-0.04, -0.01, -0.02], [0.18, -0.07, 0.01], [-0.25, 0.21, 0.04], [-0.05, -0.26, 0.00], [-0.06, 1.09, -0.01], [-0.04, -0.12, 0.06], [0.01, -0.02, -0.05], [0.03, 0.01, 0.01], [0.02, 0.00, -0.01], [-0.02, 0.01, 0.02], [0.04, -0.04, 0.01], [0.08, -0.03, 0.01], [0.01, 0.00, 0.00], [-0.01, 0.00, -0.06], [0.00, 0.00, 0.01], [-0.01, 0.00, 0.00], [-0.21, -0.04, 0.68], [0.64, -0.43, -3.13], [-0.70, -0.42, 0.51], [0.87, 0.01, 0.15], [0.28, -0.75, 0.61], [-0.89, 0.37, 0.02], [-0.84, -1.58, 0.83]], "total_charge": 3}

{"formula": "C17H36BN6O4", "method": "ωB97M-V/def2-TZVPD", "symbols": ["C", "C", "C", "C", "C", "C", "C", "O", "O", "C", "N", "C", "N", "N", "C", "C", "C", "C", "B", "N", "O", "N", "H", "H", "H", "H", "H", "H", "H", "H", "H", "H", "H", "H", "H", "H", "H", "H", "H", "H", "H", "H", "H", "H", "H", "H", "H", "C", "C", "C", "O", "C", "N", "H", "H", "H", "H", "H", "H", "H", "H", "H", "H", "H"], "positions_angstrom": [[3.447657, 0.761027, 2.349956], [3.185808, 0.347172, 1.255643], [2.661358, -0.047796, -0.064724], [3.374559, 0.529255, -1.301686], [3.820722, 2.001641, -1.226633], [2.839099, 2.965558, -0.545507], [3.230140, 4.409316, -0.911632], [4.152407, 4.700916, -1.596383], [2.428397, 5.367869, -0.374647], [2.688554, -1.626587, -0.168755], [1.329483, -2.033852, -0.576158], [0.631387, -0.844237, -0.857673], [-0.356819, -0.670867, -1.682449], [-0.976431, 0.576601, -1.905208], [-1.687622, 1.140361, -0.742242], [-2.770182, 2.170794, -1.140903], [-2.748544, 2.585685, -2.631653], [-3.562124, 3.886695, -2.832953], [-0.931918, -1.850880, -2.472148], [-0.119506, -2.870072, -3.117537], [-2.288481, -1.853728, -2.533981], [1.183644, 0.170071, -0.071507], [3.619533, 1.112490, 3.338712], [4.265795, -0.083549, -1.440319], [2.737963, 0.334537, -2.172140], [4.809803, 2.084932, -0.784599], [3.934720, 2.351757, -2.254377], [2.950931, 2.887110, 0.535572], [1.802584, 2.843649, -0.872811], [1.630408, 4.942816, -0.047928], [2.808946, -2.027896, 0.836083], [3.421590, -2.034766, -0.854809], [0.790829, -2.451856, 0.189227], [-0.316535, 1.229109, -2.308184], [-0.968798, 1.658831, -0.097344], [-2.121131, 0.347396, -0.139140], [-2.589020, 3.084194, -0.572680], [-3.767931, 1.832211, -0.865293], [-1.715728, 2.811763, -2.906777], [-3.162036, 1.785251, -3.238371], [-4.608753, 3.633319, -2.987505], [-3.447612, 4.564524, -1.989350], [-3.189619, 4.399335, -3.719169], [0.140285, -3.582216, -2.443360], [0.724092, -2.446030, -3.486947], [-2.519787, -2.348270, -3.328951], [1.054471, 1.023451, -0.624248], [-1.370384, -1.478502, 2.310974], [-1.896759, -2.906131, 2.196639], [-2.493945, -3.454261, 3.500204], [-1.536754, -3.837267, 4.465091], [-1.013115, -2.784796, 5.257377], [-0.833239, -3.774208, 1.671779], [-0.410797, -1.417021, 2.825033], [-1.224603, -1.065049, 1.310313], [-2.081932, -0.839199, 2.835407], [-2.702088, -2.893950, 1.456393], [-3.043050, -4.367695, 3.259292], [-3.218153, -2.752580, 3.931666], [-1.766402, -2.018479, 5.459222], [-0.137944, -2.330431, 4.785363], [-0.693431, -3.215117, 6.205069], [-1.223616, -4.693881, 1.486906], [-0.170381, -3.938442, 2.426771]], "atomic_forces_ev_per_a": [[-0.11, -0.21, -0.20], [-0.14, 0.57, -0.32], [0.37, -1.87, 0.56], [0.26, 0.40, 0.68], [-0.74, -0.11, -0.67], [1.08, 0.54, -0.34], [-0.62, -0.10, 0.35], [0.49, 0.11, -0.20], [0.14, -0.31, -0.30], [-0.85, -0.03, 1.20], [-1.26, 0.77, -0.85], [2.09, 0.55, 2.22], [-0.32, -1.02, -0.42], [-0.45, -0.13, 0.38], [0.09, 0.71, 0.25], [0.24, 0.14, -0.62], [-0.32, 0.72, 0.99], [0.37, -0.69, -0.35], [-0.68, -0.42, -0.13], [-0.29, 1.13, 0.37], [0.91, 0.41, -0.17], [-0.23, 0.76, -3.18], [0.20, -0.01, 0.05], [0.03, 0.04, -0.09], [-0.06, 0.08, 0.01], [-0.07, 0.01, 0.24], [0.17, -0.04, 0.03], [-0.51, -0.07, 0.07], [-0.07, -0.15, 0.16], [-0.15, 0.13, 0.32], [0.54, -0.12, -0.14], [0.13, 0.18, -0.03], [0.04, -0.76, -0.13], [0.11, -0.09, -0.09], [-0.08, -0.13, 0.16], [0.05, -0.27, -0.26], [-0.03, -0.08, 0.15], [0.01, -0.14, -0.03], [0.01, -0.24, -0.25], [0.30, -0.03, -0.24], [-0.11, 0.26, 0.12], [-0.10, 0.01, 0.05], [-0.21, 0.06, -0.06], [0.06, -0.27, -0.30], [0.28, -0.39, 0.08], [-0.39, -0.38, 0.16], [-0.39, 0.33, 0.95], [-0.04, 0.03, -0.15], [0.13, 0.15, 0.17], [-0.10, -0.21, -0.04], [0.00, 0.14, -0.06], [0.09, -0.16, 0.05], [0.15, 0.12, -0.10], [-0.02, -0.08, 0.07], [0.02, 0.02, 0.02], [0.03, 0.02, 0.00], [-0.06, -0.06, 0.05], [0.03, -0.02, 0.03], [0.06, 0.10, -0.03], [-0.01, 0.03, -0.04], [-0.04, 0.12, 0.02], [-0.04, -0.03, -0.01], [0.04, 0.02, -0.15], [-0.02, 0.02, 0.04]], "total_charge": 1}

{"formula": "C31H49N9PPd", "method": "ωB97M-V/def2-TZVPD", "symbols": ["Pd", "N", "C", "C", "C", "C", "C", "N", "C", "C", "C", "C", "C", "N", "H", "H", "H", "H", "H", "H", "H", "H", "H", "N", "P", "N", "C", "C", "C", "C", "C", "N", "C", "C", "C", "C", "C", "N", "C", "C", "C", "C", "C", "H", "H", "H", "H", "H", "H", "H", "H", "H", "H", "H", "H", "H", "H", "H", "H", "H", "H", "H", "H", "H", "H", "H", "H", "H", "H", "H", "H", "H", "H", "N", "C", "N", "C", "C", "C", "C", "C", "H", "H", "H", "H", "H", "H", "H", "H", "H", "H"], "positions_angstrom": [[-0.887097, 0.675839, 0.501369], [-3.871724, 0.940516, -1.425297], [-3.546186, -0.331457, -1.015652], [-4.276282, -1.406794, -1.546758], [-4.012127, -2.683939, -1.118932], [-3.030617, -2.891605, -0.144021], [-2.349709, -1.800719, 0.324217], [-2.580865, -0.542449, -0.118951], [-3.408010, 2.171200, -0.993174], [-4.104675, 3.320342, -1.384838], [-3.655318, 4.552326, -0.969650], [-2.518163, 4.634454, -0.165324], [-1.886865, 3.467446, 0.179805], [-2.315624, 2.256824, -0.237572], [-4.690260, 0.990116, -2.010674], [-5.056934, -1.210835, -2.270395], [-4.574461, -3.517257, -1.518484], [-2.826293, -3.877875, 0.247218], [-1.610897, -1.888353, 1.110427], [-4.997843, 3.224723, -1.988650], [-4.188376, 5.448152, -1.258316], [-2.140401, 5.585387, 0.180634], [-1.007638, 3.464183, 0.811787], [1.039522, 0.874652, 0.190922], [1.347754, 0.002135, -1.094027], [3.013172, 0.161605, -1.445996], [3.898568, 0.784919, -0.474510], [5.179962, -0.034919, -0.303021], [5.986565, -0.076540, -1.610286], [5.050938, 0.065179, -2.822678], [3.673158, -0.527644, -2.543382], [1.055236, -1.633838, -0.881195], [1.633038, -2.135545, 0.400713], [1.097183, -3.505237, 0.825379], [0.947229, -4.481151, -0.358279], [1.677549, -3.947924, -1.587332], [1.044943, -2.622502, -1.988516], [0.457087, 0.559602, -2.364429], [-0.326801, -0.133155, -3.393720], [0.387321, -0.094369, -4.746110], [0.658954, 1.356940, -5.149935], [1.414301, 2.107680, -4.050583], [0.682291, 1.983558, -2.712730], [3.357508, 0.938337, 0.459966], [4.176640, 1.781595, -0.852193], [4.904893, -1.048441, -0.000628], [5.761192, 0.401822, 0.506604], [6.547646, -1.008410, -1.668787], [6.723183, 0.725194, -1.633757], [5.464276, -0.426632, -3.700957], [4.928674, 1.121807, -3.074948], [3.797282, -1.587972, -2.265320], [3.038610, -0.497099, -3.428644], [1.430556, -1.397088, 1.176610], [2.721133, -2.215788, 0.306976], [0.148614, -3.400537, 1.352505], [1.812873, -3.897546, 1.547343], [-0.107842, -4.600672, -0.615144], [1.325266, -5.466110, -0.092929], [1.569922, -4.635215, -2.425672], [2.746345, -3.841182, -1.386375], [-0.001046, -2.823556, -2.240593], [1.524165, -2.210053, -2.879769], [-1.267554, 0.417341, -3.490323], [-0.561232, -1.147502, -3.086476], [-0.236924, -0.590637, -5.489685], [1.324355, -0.655702, -4.689733], [-0.292998, 1.858564, -5.343167], [1.229708, 1.382540, -6.077769], [1.501135, 3.163885, -4.306731], [2.430045, 1.712110, -3.952007], [-0.296595, 2.464593, -2.798339], [1.234855, 2.475834, -1.910859], [-1.094208, 0.573188, 2.719405], [-1.156910, 0.651240, 3.877762], [-1.227247, 0.739125, 5.161093], [-1.349774, 2.030861, 5.860482], [-2.561015, 2.007430, 6.790824], [-2.506162, 0.801456, 7.727409], [-2.381421, -0.499996, 6.936884], [-1.156752, -0.452487, 6.026214], [-1.430765, 2.832963, 5.129336], [-0.439626, 2.178658, 6.447906], [-3.475512, 1.975719, 6.193172], [-2.569744, 2.934122, 7.364820], [-3.408094, 0.773859, 8.338784], [-1.665324, 0.900091, 8.419848], [-3.277160, -0.659177, 6.331156], [-2.278930, -1.349929, 7.611822], [-1.084679, -1.346463, 5.409360], [-0.252924, -0.367844, 6.635509]], "atomic_forces_ev_per_a": [[-1.54, 0.80, 0.50], [0.13, -0.01, -0.03], [0.02, 0.00, 0.11], [-0.07, -0.03, 0.02], [-0.02, 0.13, -0.03], [0.08, 0.02, 0.08], [-0.26, -0.25, -0.07], [0.66, -0.11, 0.20], [0.05, 0.07, 0.06], [-0.03, 0.00, 0.02], [-0.05, -0.10, -0.05], [0.11, -0.02, 0.05], [-0.15, 0.21, -0.06], [0.56, -0.30, 0.41], [-0.02, 0.00, -0.06], [0.01, -0.02, -0.01], [-0.02, 0.01, 0.00], [0.00, 0.02, 0.02], [0.04, -0.03, -0.04], [0.01, 0.02, -0.01], [-0.01, 0.00, -0.01], [0.00, -0.02, 0.02], [0.01, 0.04, -0.01], [-0.02, 0.25, 0.10], [-1.26, -1.43, -1.32], [0.52, 0.02, 0.29], [0.23, -0.05, 0.34], [0.05, -0.12, -0.24], [-0.02, 0.00, -0.05], [0.05, 0.13, 0.18], [0.22, 0.00, -0.42], [0.73, 0.89, 0.02], [0.09, -0.22, 0.30], [-0.14, 0.01, -0.17], [0.15, 0.06, -0.04], [-0.14, 0.05, 0.17], [-0.02, -0.26, -0.25], [0.72, 0.07, 0.86], [-0.06, -0.32, -0.35], [-0.09, 0.21, 0.15], [0.17, -0.12, 0.03], [-0.24, -0.13, 0.03], [0.24, 0.28, -0.35], [-0.05, 0.05, -0.05], [-0.16, 0.03, -0.08], [-0.01, 0.04, 0.10], [-0.05, 0.00, 0.04], [-0.03, -0.01, 0.03], [-0.02, 0.01, 0.01], [-0.03, -0.01, -0.02], [-0.04, -0.03, -0.08], [-0.12, 0.02, 0.11], [-0.11, -0.02, 0.07], [0.03, 0.01, -0.01], [-0.03, 0.05, -0.09], [0.01, 0.03, 0.01], [-0.03, 0.02, 0.06], [0.00, -0.04, 0.01], [-0.04, -0.01, 0.03], [0.05, 0.01, -0.03], [0.02, -0.01, -0.07], [0.06, 0.01, 0.00], [-0.04, 0.03, 0.04], [-0.04, -0.02, 0.13], [-0.04, 0.11, 0.07], [0.00, -0.02, 0.01], [0.00, -0.05, -0.03], [0.00, 0.02, -0.03], [-0.05, 0.04, -0.02], [0.05, 0.00, 0.03], [0.03, 0.04, 0.00], [-0.03, -0.05, 0.15], [-0.08, 0.00, 0.02], [0.01, -0.07, -0.77], [0.04, 0.06, 0.00], [0.06, -0.08, -0.15], [-0.25, 0.31, 0.31], [0.16, -0.11, -0.04], [-0.18, -0.02, -0.02], [0.16, 0.13, -0.04], [-0.22, -0.28, 0.35], [0.07, -0.06, -0.07], [0.05, -0.01, -0.10], [-0.01, 0.02, 0.00], [-0.02, 0.03, -0.04], [0.03, 0.00, 0.01], [0.04, 0.00, -0.04], [-0.01, -0.03, 0.01], [-0.01, -0.02, -0.03], [0.05, 0.06, -0.08], [0.06, -0.01, -0.10]], "s_squared": 6.021, "multiplicity": 5, "total_charge": 3}

no.,calculated total energy (Eh)
1,-1723.53468
2,-1323.47096
3,-2171.72722